# C3H3FO2

2 unconnected molecules or ions with the total composition C3H3FO2 at a distorted geometry (wB97M-V/def2-TZVPD, OMol25).

```
9
Properties=species:S:1:pos:R:3:forces:R:3
C 1.1143 -0.3729 -0.6071 -0.9842 -0.4791 -1.2405
C 0.5723 0.3614 0.3378 1.2951 0.1563 3.0422
C -0.4272 1.2448 0.2387 -2.6167 0.7381 -0.6526
O -1.0413 2.1999 0.3025 -0.3110 0.4440 -0.1223
O -1.9962 -0.6038 0.2307 -1.0409 4.2882 0.6584
F -1.3402 -1.7308 0.0405 2.0363 -3.1617 -0.6704
H 1.5478 -1.2943 -0.3705 1.3850 -0.8570 0.2798
H 0.8038 -0.2123 -1.6295 0.0657 -0.0649 -0.0574
H 0.7668 0.4080 1.4569 0.1706 -1.0639 -1.2373
```
Positions in Å, forces in eV/Å.

Spin multiplicity   1
Total charge   0
Orbital gap (alpha / beta)   8.3 / 6.7 eV
Relative energy (zero: lowest compared OMol25 entry of this formula, charge and spin)   162.41 kcal/mol
Lowest unoccupied orbital energy (alpha / beta)   -0.9 / -1.2 eV
HOMO level (alpha / beta)   -9.18 / -7.92 eV

---

# C21H60AsF6O9

A molecular structure, C21H60AsF6O9 at a distorted geometry (wB97M-V/def2-TZVPD, OMol25).

```
97
Properties=species:S:1:pos:R:3:forces:R:3
As -0.0053 -0.6392 -0.3238 1.1101 -0.4817 0.2335
F -0.3793 -2.3835 -0.0487 -0.7215 -1.2606 0.2113
F 1.2975 -0.8538 0.9266 1.1737 0.1382 1.0030
F 0.5126 1.0890 -0.6496 0.4346 1.5684 -0.1630
F -1.3618 -0.4558 -1.5112 -1.5476 0.0072 -1.3430
F -1.1168 -0.0984 0.9727 -1.7918 0.7320 1.9879
F 1.0952 -1.1890 -1.6386 1.2672 -0.5688 -1.5833
C -0.9982 -4.7369 1.8431 0.5273 0.7526 0.3402
C -1.7096 -6.0279 2.1091 -0.7290 0.8767 -0.6196
O -2.0571 -6.5917 0.8314 0.1159 -0.9161 0.5175
H -1.6200 -3.9443 1.4269 -0.2062 -0.2966 -0.3889
H -0.1754 -4.9093 1.1493 0.0277 0.1731 0.0800
H -0.6217 -4.2522 2.7439 0.2994 -0.2514 0.2353
H -2.6390 -5.8263 2.6417 -0.1053 -0.1208 0.3799
H -1.1128 -6.7052 2.7199 0.0052 -0.3590 -0.4677
H -2.7166 -6.0091 0.4477 0.0959 0.1433 -0.0848
C -1.6820 3.0289 1.4798 1.2295 -1.1094 0.7125
C -0.1779 2.9526 1.9354 -1.8438 -0.3356 -1.8810
O 0.0227 3.9476 2.8808 0.9228 0.8799 1.5014
H -1.8760 2.2599 0.7321 -0.0186 0.2131 -0.1554
H -1.9353 4.0321 1.1369 0.0692 0.0272 -0.1652
H -2.2725 2.7839 2.3627 -0.2736 0.1188 -0.0164
H 0.4414 3.0579 1.0446 0.2702 0.1089 -0.0277
H 0.0808 1.9804 2.3549 -0.2427 0.0493 0.1681
H -0.1113 4.8101 2.4813 -0.0331 -0.0822 -0.1358
C -1.4674 1.4341 -4.0062 -0.5563 -0.2872 -0.7599
C -0.0794 1.3661 -4.5577 1.7949 -0.6384 0.3565
O 0.0001 0.8650 -5.9088 -0.9253 0.2439 -0.3466
H -1.8831 0.4294 -3.9308 0.1371 0.0108 0.2890
H -2.1467 1.9451 -4.6885 0.0306 0.3912 -0.0765
H -1.5061 1.9124 -3.0275 0.1685 -0.1762 -0.0703
H 0.5257 0.6834 -3.9611 -0.2120 -0.2023 0.4564
H 0.4995 2.2862 -4.4780 -0.3849 0.5813 -0.1787
H 0.9190 0.7700 -6.1701 0.0458 0.0304 0.3394
C 2.9071 4.8120 0.9849 0.6694 0.1044 -0.7471
C 3.4413 3.7217 0.0537 -0.1690 -0.9903 1.4555
O 4.6982 3.2583 0.5426 0.8284 0.7825 -1.2337
H 1.8566 5.0227 0.7844 -0.0030 0.0608 0.1970
H 3.5230 5.6881 0.7820 -0.1793 0.3752 0.1189
H 3.1047 4.5330 2.0199 -0.4402 -0.0465 -0.0658
H 3.5251 4.0597 -0.9792 0.1529 -0.1091 0.0674
H 2.8130 2.8338 0.1234 -0.6729 0.1840 -0.5827
H 4.5446 2.9258 1.4300 -0.0853 0.0509 0.3916
C 4.7425 1.3989 -2.5630 0.9802 1.5371 0.0980
C 3.6619 0.6050 -1.8842 0.8699 0.8553 -0.7832
O 3.4063 -0.4052 -2.8010 -0.3868 -0.8910 -0.5811
H 5.6836 0.8950 -2.7830 -0.0922 -0.4797 0.1864
H 5.0115 2.3037 -2.0180 0.0865 -0.0343 0.4854
H 4.4031 1.8103 -3.5136 -0.3748 -0.3506 -0.2186
H 2.8228 1.2941 -1.7885 -0.3709 -0.2837 0.4389
H 3.9528 0.1852 -0.9212 0.0044 0.2287 0.2517
H 2.5805 -0.7947 -2.5045 -0.7188 -0.5660 0.1140
C 3.0003 0.4072 3.7930 -0.6294 -0.7770 0.0031
C 3.4037 1.1675 2.5459 -0.3866 -1.1199 0.7110
O 3.9936 2.3767 2.9826 0.6236 0.5992 0.0699
H 2.6689 -0.6131 3.6001 -0.0045 -0.0117 -0.4010
H 2.1300 0.8762 4.2521 0.0443 0.2459 0.2428
H 3.8094 0.3198 4.5182 0.1518 0.3077 -0.0349
H 2.5394 1.3631 1.9112 0.0212 -0.2021 -0.1743
H 4.1440 0.5808 2.0019 0.0381 0.3478 -0.1980
H 3.3682 2.7828 3.5873 -0.0901 0.1898 0.0165
C -5.6979 1.4651 -1.2009 -1.0771 -0.5349 0.0307
C -4.4293 0.7289 -0.8839 0.5689 0.5538 -0.4131
C -4.5173 -0.5001 -0.0418 -0.6062 0.1153 0.5329
O -3.8159 0.4424 -2.1062 -0.4439 0.2061 -0.7002
H -5.5193 2.2777 -1.9051 0.1249 0.2000 0.3316
H -6.2189 1.7707 -0.2936 0.2070 0.4901 0.0975
H -6.4289 0.8195 -1.6876 0.0534 -0.3630 -0.2722
H -3.8108 1.4272 -0.3200 0.3225 0.2847 0.1498
H -5.0114 -0.1570 0.8672 -0.0401 -0.5252 0.4303
H -3.5168 -0.8629 0.1936 -0.0344 -0.0239 0.0172
H -5.0971 -1.2843 -0.5286 -0.0816 -0.0574 -0.0121
H -2.9745 0.0430 -1.8737 0.9621 -0.3264 -0.1679
C 1.7015 -3.0051 -4.2806 0.4861 0.3965 -0.4145
C 0.7203 -4.1444 -4.1729 0.7404 -0.5879 1.8558
C -0.2160 -4.0960 -2.9713 0.3954 0.2346 0.6468
O 0.0323 -4.2801 -5.3505 -1.2084 -0.1969 -2.0381
H 2.2268 -3.0343 -5.2352 0.1516 -0.5425 -0.2139
H 2.4794 -3.0146 -3.5172 -0.3506 0.2739 0.2316
H 1.2027 -2.0390 -4.3581 -0.1867 0.1531 0.7121
H 1.2633 -5.0832 -4.0644 0.4000 -0.1093 -0.0570
H -0.6205 -5.0716 -2.7017 -0.2390 -0.1670 -0.5045
H -1.0285 -3.3808 -3.0999 0.0411 0.0890 0.0035
H 0.3316 -3.8155 -2.0716 0.0198 0.4139 -0.0124
H -0.2446 -3.3944 -5.5964 -0.2772 0.1084 -0.1965
C -2.4583 0.0080 5.6180 0.0955 0.6545 -0.4079
C -1.7834 0.2398 4.2550 -0.0284 -0.8685 0.9145
C -0.5992 -0.7325 4.0589 -0.3990 -0.0950 -0.3919
O -2.8158 0.0735 3.2931 0.2417 0.0845 0.4739
H -3.2741 0.7274 5.6896 -0.2565 -0.1335 0.0922
H -1.7819 0.2267 6.4442 0.1701 -0.1447 0.0056
H -2.8497 -1.0054 5.7063 0.0345 -0.0228 -0.0583
H -1.4132 1.2649 4.2369 0.0654 0.2640 -0.0706
H -0.9442 -1.6119 3.5151 -0.1176 -0.0056 -0.1267
H -0.2127 -1.1163 5.0030 0.1332 0.2918 0.1964
H 0.2064 -0.3155 3.4545 -0.0677 -0.0002 0.0304
H -2.3636 0.0108 2.4486 0.1998 -0.0773 -0.8709
```
Positions in Å, forces in eV/Å.

Spin multiplicity   2
Total charge   -2
⟨S²⟩   0.752
Orbital gap (alpha / beta)   2.9 / 8.9 eV
Lowest unoccupied orbital energy (alpha / beta)   4.4 / 4.4 eV
HOMO level (alpha / beta)   1.45 / -4.56 eV